Molecular formula: C4H7NO2
Method: DFT, the ωB97M-V functional and the def2-TZVPD basis

Output
Strongest force on any atom, eV/A: 2.0
HOMO level, eV: -8.5

Atoms and positions in Å:
O 2.0203 0.0274 -0.3960
C 1.2306 0.7699 0.4255
C 0.9346 1.9907 0.0033
N -1.2122 -0.0541 -0.4732
C -2.1757 -0.7335 -0.9201
C 0.4262 -1.9805 0.2885
O 0.3297 -3.1094 0.2773
H 1.9752 -0.9097 -0.1860
H 0.8748 0.3550 1.3753
H 0.6269 2.7555 0.6974
H 1.2228 2.2220 -1.0174
H -0.9615 0.6757 -1.1452
H -2.5960 -0.5337 -1.9015
H -2.6362 -1.5018 -0.2938

Atomic partial charges in e from the Mulliken method, atoms 1 to 5: atom 1 (O): -0.4563, atom 2 (C): 0.1607, atom 3 (C): -0.8911, atom 4 (N): -0.3628, atom 5 (C): -0.2973


Molecular formula: C17H34ClINOP2Yb
Method: DFT, the ωB97M-V functional and the def2-TZVPD basis

Output
Expectation value of S²: 0.755
Net charge: +2
Spin multiplicity: 2
Strongest force on any atom, eV/A: 7.2
HOMO level (alpha / beta), eV: -12.4 / -12.8

Atoms and positions in Å:
C -0.3693 -0.1272 -4.6723
C -0.8981 -0.0404 -3.2767
H -0.0673 0.8793 -4.9824
H -1.1530 -0.4873 -5.3562
H 0.5126 -0.7827 -4.7115
O -1.0433 0.9806 -2.6179
I -1.1931 -1.9380 -2.3905
Yb 1.2371 0.9314 1.1399
P 4.6101 -0.3129 -0.3284
C 6.4092 0.0186 -0.1199
C 4.7464 -2.1526 -0.4657
H 5.7621 -2.4592 -0.7423
H 5.4588 -0.2475 -2.6311
H 4.0200 -2.5351 -1.1901
H 3.6627 -0.4349 -2.5782
H 6.7645 -0.4333 0.8131
H 4.4932 -2.5726 0.5140
C 4.5308 0.0688 -2.1343
H 6.9767 -0.3917 -0.9637
H 4.4028 1.1538 -2.2499
H 6.5795 1.0992 -0.0596
P -3.5730 -1.0120 -2.0396
C -3.5810 -0.1206 -0.4699
C -4.2978 0.0525 -3.3043
H -4.2074 -3.2688 -2.5848
H -5.6072 -2.2142 -2.2178
H -4.5939 -2.8527 -0.8791
C -4.5904 -2.4892 -1.9140
H -4.0126 -0.2689 -4.3158
H -5.3878 -0.0373 -3.1922
H -4.4478 0.5570 -0.4982
H -2.6600 0.4602 -0.2949
H -3.9960 1.0981 -3.1428
H -3.7287 -0.8608 0.3305
Cl 1.5047 -1.3701 0.1313
C -0.0090 -0.5692 4.0377
N -1.3143 -0.4217 3.3286
C -2.3959 -1.1013 4.1028
C -1.7466 1.0110 2.9878
C -0.6854 1.7576 2.2382
C 0.4633 2.3085 2.8673
C 1.3645 3.0670 2.1108
C 1.1603 3.2611 0.7446
C 0.0235 2.6851 0.1203
C -0.7689 1.9009 0.8863
H 0.0646 0.1742 4.8398
H 0.8516 -0.5045 3.3482
H -0.0044 -1.5701 4.4838
H -1.2187 -0.8928 2.4076
H -2.5735 -0.5166 5.0128
H -3.3007 -1.1350 3.4889
H -2.0506 -2.1089 4.3525
H -2.6371 0.8874 2.3560
H -2.0302 1.4809 3.9411
H 0.6093 2.1687 3.9433
H 2.2411 3.5041 2.5992
H 1.8497 3.8596 0.1379
H -0.1563 2.8640 -0.9406

Atomic partial charges in e from the Mulliken method, atoms 1 to 5: atom 1 (C): -1.1348, atom 2 (C): 0.6421, atom 3 (H): 0.3392, atom 4 (H): 0.3096, atom 5 (H): 0.4057


Molecular formula: C10H14Cl2N2
Method: DFT, the ωB97M-V functional and the def2-TZVPD basis

Output
SMILES: Nc1ccccc1N(CCCl)CCCl
Strongest force on any atom, eV/A: 0.8
HOMO level, eV: -8.1

Atoms and positions in Å:
N 1.0727 -2.1457 1.0687
C 1.6919 -1.0587 0.4786
C 3.0822 -1.0359 0.3087
C 3.6973 0.0191 -0.3626
C 2.9427 1.0655 -0.8839
C 1.5677 1.0447 -0.7086
C 0.9324 0.0093 -0.0265
N -0.4767 -0.0024 0.2090
C -0.9846 0.8146 1.2936
C -0.7642 2.3212 1.1856
Cl -1.5984 3.0579 -0.2252
C -1.3274 -0.2260 -0.9575
C -1.4161 -1.7201 -1.2940
Cl -2.2992 -2.6175 -0.0369
H 1.5940 -2.6792 1.7456
H 0.1189 -1.9704 1.3200
H 3.6822 -1.8843 0.6856
H 4.7918 0.0293 -0.5037
H 3.4436 1.8803 -1.4196
H 0.9544 1.8398 -1.1004
H -0.4994 0.5043 2.2103
H -2.0344 0.5989 1.3839
H -1.1721 2.8286 2.0728
H 0.2884 2.5686 1.0980
H -2.3349 0.1675 -0.7608
H -0.9175 0.2920 -1.8463
H -0.4057 -2.1825 -1.3334
H -1.9540 -1.8454 -2.2407

Atomic partial charges in e from the Mulliken method, atoms 1 to 5: atom 1 (N): -0.4353, atom 2 (C): 0.3164, atom 3 (C): -0.7095, atom 4 (C): -0.3863, atom 5 (C): -1.0342


Molecular formula: C3H6CdMgO4S
Method: DFT, the ωB97M-V functional and the def2-TZVPD basis

Output
Strongest force on any atom, eV/A: 2.7
HOMO level, eV: -7.1

Atoms and positions in Å:
Mg 1.4923 0.3134 0.5563
S -0.1812 -2.1005 0.5810
O -1.5562 -1.4313 1.2227
O 1.0929 -1.4447 1.3304
O 1.6530 0.5074 -1.3405
C 0.7798 1.2415 -2.1134
C -0.2057 2.1732 -1.4137
O -0.9036 1.5666 -0.3220
C -0.1559 1.6494 0.9881
Cd -1.7246 -0.1933 -0.2331
H 0.1722 0.5317 -2.7211
H 1.3380 1.8964 -2.8172
H -0.9812 2.4885 -2.1274
H 0.3027 3.0699 -1.0285
H -0.9158 1.3097 1.7171
H -0.0420 2.7291 1.1769

Atomic partial charges in e from the Mulliken method, atoms 1 to 5: atom 1 (Mg): 1.0574, atom 2 (S): 0.1687, atom 3 (O): -0.6796, atom 4 (O): -0.6319, atom 5 (O): -0.7449


Molecular formula: C5H6N
Method: DFT, the ωB97M-V functional and the def2-TZVPD basis

Output
Net charge: +1
Strongest force on any atom, eV/A: 6.9
HOMO level, eV: -15.1

Atoms and positions in Å:
C 0.8149 -0.7115 -0.4086
C 0.4062 0.8970 0.7325
C 2.1659 -0.2250 -0.5128
C -0.4889 0.1199 0.0453
C -1.8953 0.0421 -0.1757
N 1.7034 0.3685 0.5338
H 0.7814 -1.7055 -0.1839
H 0.3720 1.6588 1.4203
H 3.0225 -0.5888 -0.8518
H -2.1064 -0.5543 -0.9606
H -2.2785 1.1146 -0.3382
H -2.4973 -0.4157 0.6997

Atomic partial charges in e from the Mulliken method, atoms 1 to 5: atom 1 (C): -0.2844, atom 2 (C): -0.6485, atom 3 (C): -0.0009, atom 4 (C): 0.8487, atom 5 (C): -1.0689


Molecular formula: C28H29N3SiTa
Method: DFT, the ωB97M-V functional and the def2-TZVPD basis

Output
Net charge: +3
Strongest force on any atom, eV/A: 6.0
HOMO level, eV: -14.7

Atoms and positions in Å:
C 0.5685 1.4597 1.1547
C 0.8812 1.7645 -0.2037
C -0.3381 1.7109 -0.9519
H 1.8615 2.0581 -0.5650
C -1.3984 1.2896 -0.0745
C -0.8343 1.1619 1.2461
H -1.3977 1.0151 2.1666
H 1.2563 1.6100 1.9828
H -0.4537 2.0190 -1.9842
H -2.4494 1.1923 -0.3391
Ta 0.0949 -0.3401 -0.1240
C 0.5866 -0.6409 -2.2730
H -0.2252 -0.1718 -2.8621
H 0.7851 -1.6461 -2.6718
H 1.4926 -0.0348 -2.4409
Si -0.4950 -1.9185 -5.7095
C 1.2541 -1.7218 -6.2911
C 1.9283 -0.5066 -6.1017
H 1.4284 0.3258 -5.5956
C 3.2392 -0.3533 -6.5757
H 3.7542 0.5946 -6.4223
C 3.8753 -1.4067 -7.2435
H 4.8966 -1.2836 -7.6095
C 3.1973 -2.6164 -7.4447
H 3.6880 -3.4360 -7.9742
C 1.8931 -2.7793 -6.9719
H 1.3501 -3.7134 -7.1390
C -1.5430 -0.5041 -6.2807
C -1.2955 0.1060 -7.5194
H -0.5207 -0.2910 -8.1827
C -2.0261 1.2399 -7.8981
H -1.8163 1.7158 -8.8558
C -3.0098 1.7600 -7.0482
H -3.5652 2.6542 -7.3394
C -3.2785 1.1324 -5.8246
H -4.0509 1.5312 -5.1644
C -2.5587 -0.0024 -5.4409
H -2.7595 -0.4962 -4.4859
H -0.6055 -1.9781 -4.2455
H -0.9843 -3.1837 -6.2980
N 0.5741 -2.5420 0.0012
C 1.1729 -2.3636 1.2910
C 1.8126 -3.3653 1.9839
C 2.0875 -3.1058 3.3348
C 1.6815 -1.8885 3.8931
C 1.1290 -0.8971 3.0939
N 0.8870 -1.1603 1.7866
C -0.8359 -2.7726 -0.0158
C -1.3456 -4.0482 -0.0722
C -2.7380 -4.1755 0.0008
C -3.5143 -3.0219 0.1731
C -2.9255 -1.7636 0.1986
N -1.5636 -1.6550 0.1256
H 1.0587 -3.2784 -0.5029
H 2.0281 -4.3007 1.4464
H 2.6185 -3.8502 3.9218
H 1.8129 -1.6758 4.9549
H 0.8450 0.0952 3.4554
H -0.6225 -4.8700 -0.1694
H -3.1831 -5.1629 -0.1043
H -4.5995 -3.0942 0.2596
H -3.4746 -0.8234 0.2726

Atomic partial charges in e from the Mulliken method, atoms 1 to 5: atom 1 (C): -0.4225, atom 2 (C): -0.4920, atom 3 (C): -0.2761, atom 4 (H): 0.5334, atom 5 (C): -0.8377


Molecular formula: C28H58O10
Method: DFT, the ωB97M-V functional and the def2-TZVPD basis

Output
Strongest force on any atom, eV/A: 13.2
HOMO level, eV: -8.3

Atoms and positions in Å:
C -1.5999 3.2582 -2.5839
C -0.7040 2.8497 -1.4248
O -0.6713 3.5333 -0.3996
C 0.2606 1.6831 -1.6309
H -2.3812 2.5148 -2.7417
H -1.0101 3.3986 -3.4898
H -2.0393 4.2136 -2.2974
H 1.2666 2.0934 -1.7182
H -0.0267 1.1191 -2.5183
H 0.0794 0.9140 -0.8800
C 0.7613 -2.7669 -1.8984
C 2.0626 -3.5946 -1.7309
O 2.9893 -3.4245 -2.5194
C 2.1487 -4.5885 -0.5366
H 0.8793 -2.0402 -2.7022
H 0.5410 -2.1522 -1.0257
H -0.1206 -3.3892 -2.0500
H 2.1305 -5.6159 -0.9002
H 1.1946 -4.5017 -0.0167
H 3.0296 -4.4769 0.0955
C -1.8492 -0.6580 -1.7997
C -2.0400 -0.2566 -3.2470
O -3.0208 0.3863 -3.5940
C -1.0306 -0.6794 -4.2956
H -1.0814 -0.0942 -1.2699
H -1.6614 -1.7295 -1.7307
H -2.7338 -0.3862 -1.2237
H -1.3642 -0.4481 -5.3072
H -0.9330 -1.7621 -4.2161
H -0.0557 -0.2396 -4.0853
C -1.0485 3.1412 1.9850
C -2.3972 2.4651 2.0135
O -3.0787 2.4122 3.0335
C -2.8230 1.8042 0.7023
H -0.8884 3.6963 2.9093
H -0.7944 3.8283 1.1779
H -0.2920 2.3564 1.9756
H -2.2471 0.8953 0.5277
H -2.7362 2.5043 -0.1286
H -3.8544 1.4553 0.7531
C 0.4826 -2.3646 3.3310
C 1.4415 -2.9745 2.3201
O 1.9199 -2.3578 1.3598
C 1.8476 -4.4247 2.4658
H 0.9915 -2.2077 4.2821
H -0.3534 -3.0413 3.5074
H 0.1952 -1.3939 2.9268
H 2.3939 -4.5972 3.3931
H 2.4079 -4.6717 1.5640
H 0.9023 -4.9622 2.3911
C -2.8795 -0.6675 0.8562
C -3.5445 -1.8959 0.3030
O -3.6833 -2.0308 -0.9366
C -3.9664 -2.9792 1.3025
H -3.4765 -0.2249 1.6535
H -2.7576 0.0213 0.0203
H -1.8699 -0.8606 1.2188
H -4.9963 -2.7572 1.5822
H -3.3626 -2.8542 2.2014
H -3.8858 -4.0200 0.9892
C -1.5104 1.0689 4.0690
C -0.4495 0.4636 3.1679
O -0.8085 -0.1557 2.1434
C 1.0094 0.6356 3.5413
H -1.6102 0.5228 5.0070
H -2.4878 1.0479 3.5871
H -1.3463 2.1348 4.2277
H 1.5147 0.4892 2.5867
H 1.3386 -0.1733 4.1936
H 1.2496 1.5949 3.9997
C 2.8699 -0.0264 -1.6462
C 2.2964 0.4169 -2.9323
O 1.1270 0.3189 -3.1086
C 3.3022 0.8345 -3.9988
H 2.6071 -1.0657 -1.4493
H 2.4325 0.6191 -0.8845
H 3.9539 0.0842 -1.6758
H 4.0318 1.4859 -3.5177
H 2.7544 1.3103 -4.8122
H 3.8282 -0.0289 -4.4063
C 1.3005 2.4954 0.6493
C 2.3376 3.1246 -0.2777
O 2.7239 2.5996 -1.2739
C 2.8560 4.5407 0.0299
H 0.4479 3.1203 0.9153
H 1.7635 2.2539 1.6060
H 0.9776 1.5677 0.1769
H 3.5561 4.3932 0.8522
H 2.0622 5.2744 0.1699
H 3.4343 4.8896 -0.8256
C 0.5916 -0.5136 0.1621
O -0.6825 0.0851 0.2183
H 0.4797 -1.5788 0.3647
H 0.9837 -0.4014 -0.8488
H 1.2547 -0.0428 0.8878
H -0.8568 0.1611 1.1593

Atomic partial charges in e from the Mulliken method, atoms 1 to 5: atom 1 (C): -1.6137, atom 2 (C): -0.4965, atom 3 (O): -0.5821, atom 4 (C): -0.3627, atom 5 (H): 0.2201


Molecular formula: C60H70F16N18O32S16
Method: DFT, the ωB97M-V functional and the def2-TZVPD basis

Output
Net charge: +2
Strongest force on any atom, eV/A: 12.8
HOMO level, eV: -9.4

Atoms and positions in Å:
C -10.9743 -3.5599 -0.7794
N -9.9221 -4.2909 -0.0461
C -8.7331 -4.6028 -0.6134
C -7.6652 -5.2079 0.0580
C -7.8216 -5.3584 1.4025
C -9.0651 -5.0919 1.9965
C -10.1449 -4.5735 1.2472
C -6.6514 -5.8896 2.2048
C -6.8615 -6.9136 3.0879
C -5.6920 -7.3988 3.8303
N -4.5135 -6.7126 3.7562
C -4.3464 -5.7263 2.9008
C -5.4226 -5.2793 2.0613
C -3.3223 -7.2630 4.4420
H -11.9875 -3.9413 -0.6526
H -10.7228 -3.2695 -1.7995
H -11.0348 -2.5792 -0.3075
H -8.7636 -4.5543 -1.6918
H -6.8475 -5.5757 -0.5440
H -9.2876 -5.2584 3.0402
H -11.1441 -4.3706 1.6034
H -7.8490 -7.3438 3.1661
H -5.7268 -8.2747 4.4613
H -3.3538 -5.3116 2.8049
H -5.1236 -4.5785 1.2959
H -3.4573 -7.4647 5.5046
H -2.5251 -6.5651 4.1860
H -3.1281 -8.2960 4.1532
C 14.0356 8.6152 0.7201
N 13.0133 7.5715 0.5018
C 12.9783 6.4827 1.3036
C 11.9508 5.5587 1.2007
C 10.9803 5.6893 0.2177
C 11.0749 6.8107 -0.6038
C 12.1651 7.7103 -0.5511
C 10.0064 4.6121 0.0239
C 10.4124 3.2358 -0.2546
C 9.4584 2.3129 -0.4581
N 8.1183 2.6396 -0.4722
C 7.6691 3.9599 -0.3251
C 8.6595 4.9328 -0.0083
C 7.1288 1.5201 -0.7519
H 14.0967 9.3487 -0.0839
H 14.9764 8.0960 0.9029
H 13.7078 9.1739 1.5968
H 13.8251 6.3914 1.9678
H 12.1705 4.5869 1.6175
H 10.3999 7.0933 -1.3981
H 12.1892 8.6688 -1.0482
H 11.4292 2.9616 -0.4939
H 9.6981 1.3196 -0.8076
H 6.6082 4.1549 -0.3786
H 8.4163 5.9851 0.0000
H 7.0672 1.4364 -1.8369
H 6.2264 1.8941 -0.2684
H 7.5130 0.6328 -0.2488
C 2.9956 5.9246 -5.2299
N 1.7928 5.8869 -4.4083
C 0.5175 5.8805 -4.9554
C -0.5356 5.6957 -4.0863
C -0.4027 5.4609 -2.7475
C 0.8960 5.5639 -2.2318
C 1.9985 5.7510 -3.1041
C -1.5480 5.3636 -1.8073
C -1.5759 4.4524 -0.7691
C -2.6957 4.3893 0.0291
N -3.7651 5.1972 -0.1606
C -3.7231 6.1233 -1.1241
C -2.6668 6.1597 -2.0583
C -4.8547 5.1849 0.8149
H 3.8405 6.3491 -4.6877
H 2.7767 6.4503 -6.1594
H 3.2222 4.8779 -5.4329
H 0.3384 5.9677 -6.0169
H -1.4976 5.6673 -4.5763
H 1.0472 5.4757 -1.1660
H 3.0536 5.8518 -2.8969
H -0.6672 3.8744 -0.6887
H -2.8802 3.7018 0.8413
H -4.6411 6.6699 -1.2817
H -2.6762 6.9227 -2.8226
H -5.1314 6.2142 1.0428
H -4.5856 4.6153 1.7044
H -5.6737 4.5845 0.4187
C -5.4709 -1.9426 -0.1748
N -4.1630 -1.2438 -0.4756
C -3.0583 -1.9826 -0.4302
C -1.8927 -1.4354 -0.6915
C -1.7144 -0.0609 -0.9830
C -2.9132 0.7107 -0.9797
C -4.1645 0.1294 -0.7097
C -0.4382 0.4519 -1.2696
C -0.2720 1.2807 -2.4406
C 1.0119 1.7973 -2.6890
N 2.0920 1.3720 -1.9333
C 1.9142 0.6788 -0.8560
C 0.6723 0.1319 -0.5154
C 3.4160 1.8250 -2.3056
H -5.3976 -2.9438 0.2499
H -6.0892 -1.8974 -1.0713
H -5.9640 -1.3812 0.6188
H -3.2171 -2.9916 -0.0792
H -1.0679 -2.0939 -0.4622
H -2.8449 1.7599 -1.2266
H -5.0681 0.7131 -0.6140
H -1.0392 1.3220 -3.1996
H 1.2097 2.2425 -3.6529
H 2.8008 0.5510 -0.2528
H 0.6748 -0.4781 0.3758
H 4.0682 1.5529 -1.4757
H 3.3384 2.8869 -2.5391
H 3.7645 1.2498 -3.1634
C 0.5283 0.7867 3.9534
N 0.8911 -0.4803 4.4794
C 0.2846 -0.9037 5.5926
C 0.6388 -2.2230 6.0666
C 1.4370 -3.0016 5.2957
C 2.1014 -2.5125 4.1504
C 1.7965 -1.2036 3.7619
C 1.6721 -4.4170 5.7084
C 0.5809 -5.1755 6.2377
C 0.7595 -6.4438 6.6692
N 1.9725 -7.0943 6.5420
C 3.0541 -6.3834 6.0372
C 2.8689 -5.1011 5.5542
C 2.1917 -8.4846 7.0543
H 0.5087 0.6904 2.8678
H 1.4110 1.4138 4.0785
H -0.3887 1.1396 4.4253
H -0.4287 -0.1889 5.9755
H 0.1456 -2.6815 6.9109
H 2.7707 -3.1153 3.5545
H 2.1641 -0.8317 2.8170
H -0.3790 -4.6827 6.2855
H -0.0804 -6.9203 7.1529
H 3.9556 -6.9745 5.9715
H 3.7903 -4.6783 5.1819
H 3.1609 -8.8394 6.7038
H 1.3885 -9.0169 6.5448
H 2.1399 -8.6119 8.1356
N -3.0420 -2.8842 2.4556
S -1.4436 -3.3971 2.5144
O -1.1123 -4.3880 3.4827
O -0.3310 -2.4883 2.2287
F -1.4300 -4.2846 1.1817
S -2.8300 -1.7560 3.3766
O -2.5274 -0.4996 2.7223
O -2.2870 -1.9397 4.6689
F -4.3828 -1.4301 3.7468
N 4.5509 3.1838 0.6337
S 3.1972 4.1908 0.3990
O 3.0690 5.4493 1.0970
O 2.0061 3.4889 0.0267
F 3.7346 4.6903 -1.0285
S 4.1286 2.8124 2.0654
O 2.9981 1.9832 2.2479
O 4.4665 3.8178 3.0494
F 5.3548 1.8381 2.4427
N -6.6263 -4.5509 -3.0216
S -5.2244 -4.9578 -2.6600
O -4.8122 -4.5192 -1.3162
O -4.2769 -5.0607 -3.7216
F -5.4003 -6.5479 -2.4428
S -6.2554 -3.2120 -3.8591
O -6.4326 -3.3578 -5.2760
O -5.2558 -2.1935 -3.3928
F -7.6264 -2.4427 -3.5368
N -5.0971 2.8746 -5.1062
S -5.4570 2.4796 -3.7544
O -4.7682 3.0880 -2.5824
O -5.7793 1.1026 -3.5461
F -6.8962 3.2146 -3.6449
S -3.5151 2.3718 -4.7655
O -3.1360 0.9897 -4.5826
O -2.7894 3.3870 -3.9971
F -2.9169 2.7147 -6.2559
N 4.0780 -2.6814 1.4368
S 4.5834 -2.0243 0.1911
O 5.3013 -2.8058 -0.8022
O 4.9706 -0.6526 0.2956
F 3.2232 -1.8100 -0.6188
S 5.5071 -2.9343 2.2887
O 5.8030 -1.9051 3.3347
O 6.5795 -3.6818 1.7077
F 4.9820 -4.0936 3.2879
N -7.7739 0.6349 -0.2387
S -7.7666 1.3734 1.0749
O -7.1583 0.6184 2.1627
O -8.9129 2.2336 1.4410
F -6.5303 2.3678 0.7300
S -8.9343 -0.4203 0.2422
O -10.2972 0.0263 0.2266
O -8.5693 -1.4575 1.1774
F -8.9562 -1.2818 -1.0409
N 0.4388 -3.6986 -4.7295
S 0.8215 -2.4647 -3.6445
O 2.1787 -1.9602 -3.6498
O 0.1235 -2.6521 -2.3721
F -0.0414 -1.3884 -4.4846
S 1.1967 -4.7565 -4.0439
O 0.5444 -5.3577 -2.8766
O 2.6428 -4.6483 -4.1116
F 0.8303 -5.8653 -5.0910
N 2.3410 2.7051 -5.7101
S 1.2211 2.1166 -6.8535
O 0.6280 0.7968 -6.5996
O 1.3225 2.6156 -8.2376
F 0.0015 3.0882 -6.4585
S 3.4984 2.0339 -6.5044
O 4.2206 2.8350 -7.4495
O 3.5944 0.6116 -6.7126
F 4.4840 2.0470 -5.2505

Atomic partial charges in e from the Mulliken method, atoms 1 to 5: atom 1 (C): -1.0763, atom 2 (N): 0.2466, atom 3 (C): -0.3864, atom 4 (C): -0.5366, atom 5 (C): 0.6213